Record 1
C19H33F6N6O8PdS2 | ωB97M-V/def2-TZVPD

```
! wB97M-V def2-TZVPD RIJCOSX def2/J DEFGRID3
* xyz 1 3
Pd 0.304 -0.388 0.290
C 2.649 -3.627 2.156
F 1.544 -4.374 1.994
F 2.408 -2.672 3.137
F 3.807 -4.263 2.346
S 2.898 -2.624 0.462
O 3.492 -1.356 0.910
O 3.648 -3.354 -0.548
N 1.184 -2.335 0.012
S 0.772 -3.713 -0.724
O 1.636 -4.902 -0.561
O -0.646 -3.903 -0.465
C 0.924 -3.349 -2.588
F 0.244 -2.185 -2.850
F 2.116 -3.224 -2.987
F 0.383 -4.359 -3.258
C -3.133 -0.080 2.619
C -1.851 -0.919 2.809
O -1.004 -0.944 1.888
N -1.689 -1.713 3.895
C -0.703 -2.765 4.067
H -3.792 -0.311 3.455
H -3.627 -0.348 1.685
H -2.923 0.990 2.621
H -2.369 -1.575 4.629
H -1.100 -3.358 4.890
H 0.304 -2.396 4.263
H -0.670 -3.447 3.218
C 3.183 0.243 -2.897
C 1.863 0.937 -2.532
O 1.243 0.576 -1.512
N 1.485 1.795 -3.414
C 0.221 2.519 -3.695
H 3.927 0.939 -3.286
H 3.192 -0.577 -3.614
H 3.527 -0.181 -1.954
H 2.111 1.856 -4.204
H -0.634 1.845 -3.645
H 0.195 2.997 -4.674
H 0.078 3.240 -2.891
C -3.378 -1.700 -1.437
C -2.171 -0.863 -1.873
O -1.333 -0.751 -1.034
N -2.129 -0.146 -3.042
C -3.137 -0.055 -4.100
H -3.226 -2.778 -1.391
H -4.307 -1.564 -1.991
H -3.716 -1.524 -0.415
H -1.221 0.289 -3.116
H -3.485 0.962 -4.283
H -3.910 -0.795 -3.894
H -2.680 -0.433 -5.014
C -2.917 2.183 -0.343
C -1.506 2.463 0.204
O -0.670 1.566 0.167
N -1.232 3.758 0.629
C 0.021 4.208 1.140
H -2.814 1.893 -1.389
H -3.627 3.011 -0.338
H -3.312 1.360 0.253
H -1.945 4.447 0.437
H 0.887 3.967 0.524
H 0.220 3.837 2.146
H -0.283 5.253 1.190
N 1.638 0.904 1.585
C 1.386 1.019 2.949
C 2.024 2.001 3.778
C 2.907 2.967 3.207
C 3.228 2.774 1.837
C 2.512 1.825 1.069
H 0.847 0.257 3.493
H 1.923 2.096 4.849
H 3.421 3.747 3.750
H 3.937 3.432 1.356
H 2.848 1.696 0.050
*
```

Computed properties:
DFT total energy: -3197.41400 Eh
HOMO (alpha / beta): -11.89 / -12.15 eV

=====

Record 2
C19H33NO8S4 | ωB97M-V/def2-TZVPD

```
! wB97M-V def2-TZVPD RIJCOSX def2/J DEFGRID3
* xyz 0 1
N 0.921 -1.931 1.593
C -0.386 -1.986 0.810
C -1.460 -0.982 1.200
C -2.900 -1.110 0.355
O -3.532 -0.057 -0.156
C -3.387 -2.701 0.167
C -4.932 -3.204 0.403
C -6.104 -2.123 0.898
O -5.607 -1.504 2.161
O -5.863 -2.275 3.190
C -5.263 -4.827 0.168
C -4.090 -5.884 -0.303
C -2.538 -5.384 -0.512
C -2.197 -3.799 -0.262
C -0.665 -3.133 -0.379
O 0.203 -3.412 -1.352
H 1.319 -2.916 1.534
H 0.623 -1.861 2.612
H -1.290 -0.197 2.053
H -6.236 -1.254 0.125
H -7.079 -2.742 1.110
H -4.965 -2.440 3.634
H -6.366 -5.181 0.355
H -4.350 -7.012 -0.481
H -1.681 -6.115 -0.825
C 4.793 1.315 -0.187
S 3.410 1.688 0.919
O 3.711 1.055 2.245
C 2.202 0.636 0.077
H 5.678 1.844 0.175
H 4.991 0.241 -0.192
H 4.558 1.659 -1.197
H 2.556 -0.398 0.055
H 2.048 1.001 -0.942
H 1.259 0.685 0.625
C 8.541 5.354 1.012
S 7.526 3.964 1.570
O 6.690 3.521 0.407
C 6.461 4.934 2.666
H 9.263 4.983 0.280
H 7.912 6.115 0.544
H 9.078 5.781 1.862
H 5.957 5.720 2.099
H 7.063 5.374 3.465
H 5.715 4.266 3.102
C 3.826 -2.097 -3.925
S 4.575 -0.591 -3.259
O 3.597 0.527 -3.465
C 5.855 -0.435 -4.529
H 2.969 -2.363 -3.301
H 3.488 -1.927 -4.950
H 4.555 -2.911 -3.900
H 5.395 -0.365 -5.517
H 6.520 -1.301 -4.485
H 6.429 0.473 -4.330
C -6.759 2.881 -0.191
S -7.774 1.492 0.367
O -8.610 1.048 -0.796
C -8.839 2.461 1.463
H -6.037 2.510 -0.923
H -7.388 3.642 -0.659
H -6.222 3.308 0.659
H -9.343 3.247 0.896
H -8.237 2.901 2.262
H -9.585 1.793 1.899
*
```

Computed properties:
DFT total energy: -2992.50026 Eh
HOMO: -8.08 eV

=====

Record 3
C19H34BN3O7 | ωB97M-V/def2-TZVPD

```
! wB97M-V def2-TZVPD RIJCOSX def2/J DEFGRID3
* xyz -1 2
C -4.048 0.492 5.261
O -3.141 1.046 4.314
B -2.709 0.158 3.334
O -2.404 -1.125 3.713
C -2.601 0.720 1.849
C -1.113 0.488 1.469
O -0.150 1.018 2.005
N -1.142 -0.355 0.439
C -2.440 -0.896 0.075
C -2.548 -2.332 0.715
O -1.529 -2.741 1.315
O -3.618 -2.974 0.512
C -3.368 0.212 0.640
C -3.505 1.363 -0.406
C -2.233 1.996 -0.895
N -1.573 2.924 -0.340
C -4.794 -0.400 0.689
C -5.382 -0.769 2.024
O -5.685 0.410 2.796
H -4.765 1.267 5.499
H -4.564 -0.382 4.893
H -3.536 0.215 6.183
H -1.605 -1.146 4.243
H -2.777 1.782 2.006
H -0.295 -0.783 0.106
H -2.508 -0.976 -1.007
H -4.222 2.088 -0.026
H -3.969 0.890 -1.269
H -1.826 1.622 -1.829
H -2.040 3.193 0.527
H -4.792 -1.297 0.080
H -5.518 0.255 0.201
H -4.762 -1.426 2.622
H -6.338 -1.258 1.842
H -5.789 1.138 2.187
C 4.376 1.548 -3.154
C 3.623 1.127 -1.864
C 4.613 0.959 -0.707
C 5.424 -0.336 -0.750
C 4.503 -1.541 -0.933
C 3.594 -1.404 -2.153
N 2.840 -0.118 -2.117
O 1.888 -0.203 -1.252
C 4.436 -1.513 -3.437
C 2.627 -2.582 -2.207
C 2.686 2.285 -1.528
H 3.911 1.121 -4.042
H 4.352 2.629 -3.285
H 5.428 1.257 -3.145
H 4.064 0.987 0.239
H 5.291 1.816 -0.694
H 6.174 -0.297 -1.546
H 5.977 -0.444 0.185
H 5.097 -2.453 -1.025
H 3.893 -1.662 -0.033
H 3.815 -1.359 -4.320
H 4.870 -2.512 -3.508
H 5.270 -0.816 -3.482
H 2.041 -2.681 -1.295
H 3.187 -3.509 -2.337
H 1.939 -2.484 -3.048
H 1.935 2.425 -2.306
H 3.267 3.203 -1.443
H 2.172 2.140 -0.580
*
```

Computed properties:
DFT total energy: -1460.26191 Eh
HOMO (alpha / beta): -4.51 / -4.51 eV

=====

Record 4
C19H34BO10PS | ωB97M-V/def2-TZVPD

```
! wB97M-V def2-TZVPD RIJCOSX def2/J DEFGRID3
* xyz 0 1
C 0.537 -5.489 -0.243
C 0.104 -4.830 1.079
C -1.245 -4.104 0.895
O -1.108 -2.698 1.042
C -1.568 -2.172 2.258
C -2.507 -0.980 2.094
C -1.984 0.314 1.397
C -0.593 0.264 0.797
C 0.526 0.051 1.595
C 1.813 -0.035 1.098
C 2.004 0.101 -0.266
C 0.917 0.359 -1.078
C -0.380 0.448 -0.577
C -1.482 0.752 -1.565
O -2.686 -0.537 3.512
S -4.153 0.036 3.725
O -4.814 -0.714 4.734
O -4.157 1.453 3.830
O -4.741 -0.282 2.253
C -3.943 -1.381 1.774
B -4.347 -2.111 0.413
O -5.586 -2.687 0.428
C -3.497 -2.194 -0.907
C -4.307 -1.718 -2.146
H 1.335 -6.216 -0.101
H 0.875 -4.727 -0.948
H -0.326 -5.967 -0.713
H 0.869 -4.089 1.310
H 0.026 -5.592 1.855
H -2.043 -4.532 1.509
H -1.543 -4.265 -0.145
H -0.720 -1.829 2.856
H -2.082 -2.906 2.889
H -1.965 1.095 2.157
H -2.693 0.662 0.648
H 0.362 -0.073 2.661
H 2.619 -0.226 1.793
H 2.999 0.012 -0.685
H 1.056 0.481 -2.146
H -2.015 -0.134 -1.905
H -2.191 1.492 -1.194
H -1.035 1.204 -2.452
H -4.130 -2.175 2.524
H -5.633 -3.336 -0.283
H -3.278 -3.260 -1.067
H -2.519 -1.726 -0.829
H -4.853 -0.807 -1.908
H -5.005 -2.508 -2.423
H -3.622 -1.582 -2.981
C 5.958 6.431 -0.526
O 5.254 5.185 -0.368
P 4.729 4.443 -1.703
O 3.889 5.426 -2.423
O 3.929 3.321 -0.895
C 2.748 3.702 -0.189
O 5.235 3.368 -2.787
C 6.137 3.841 -3.806
H 6.549 6.592 0.373
H 6.623 6.413 -1.388
H 5.239 7.240 -0.637
H 2.286 4.593 -0.614
H 2.990 3.884 0.859
H 2.044 2.876 -0.247
H 6.911 4.487 -3.392
H 5.576 4.382 -4.566
H 6.610 2.972 -4.254
*
```

Computed properties:
DFT total energy: -2261.22532 Eh
HOMO: -9.08 eV
ΔE to the lowest compared entry with this formula, charge and spin: 0.0 kcal/mol